DFT (the ωB97M-V functional and the def2-TZVPD basis) results for 2 unconnected molecules or ions with the total composition C4H7NO.

CARTESIAN COORDINATES (ANGSTROEM)
C 2.04923 -0.46098 0.54188
C 0.74635 -0.24371 0.39318
N 0.07459 0.94799 0.75050
C -1.15052 0.77258 0.44950
C -1.41736 -0.58020 -0.14954
O -0.12635 -1.16141 -0.14038
H 2.66773 0.31757 0.96746
H 2.49476 -1.40066 0.24094
H -1.90650 1.53614 0.61683
H -1.80177 -0.52040 -1.17637
H -2.11203 -1.18236 0.45091
H 0.33214 0.83293 -2.54434
H 0.18558 1.35570 -2.03675

Forces on atoms 1 to 3 (eV/Å):
C -0.097 -0.004 -0.027
C 0.326 0.039 0.068
N -0.312 -0.159 -0.098

For the LUMO energy, the calculation gives 0.863 eV. The HOMO-LUMO gap is 9.5 eV. The value obtained for the highest occupied orbital energy is -8.62 eV. The largest force on an atom comes out at 0.4 eV/A. The total energy comes out at -7796.9998 eV.


DFT (the ωB97M-V functional and the def2-TZVPD basis) results for 19 unconnected molecules or ions with the total composition H39O19 in a non-equilibrium geometry.

CARTESIAN COORDINATES (ANGSTROEM)
O 1.82672 0.84922 -1.15919
H 1.64318 -1.78120 -4.45689
H 1.58668 0.97786 -2.07748
O -3.60144 0.09878 2.28899
H -3.82467 0.74215 3.02035
H -4.00468 2.70454 -0.38454
O 3.63162 -2.93265 0.63677
H -1.12244 -1.59996 -4.08861
H 2.66316 -1.44007 -3.25386
O -2.63138 -1.99876 -1.16039
H -2.74780 -1.39244 -1.94332
H 2.99786 -2.32191 1.01891
O 4.37860 -0.88896 -1.23419
H 4.55525 -0.44690 -0.40075
H 4.73113 -0.51560 -2.03887
O 0.56497 4.30528 1.16499
H 0.75368 -0.29137 1.90472
H 1.25852 4.32934 0.47313
O -3.00814 0.69862 -1.36776
H 1.64829 -0.99009 -1.78379
H -3.98931 -0.70933 2.63499
O 2.47044 -1.39200 -4.19368
H -2.63965 1.15141 -0.60159
O 0.98520 3.94917 -1.53427
H 1.40685 3.22700 -1.06329
H 0.94400 4.64419 -0.89132
O -2.70151 -2.80231 3.17081
H -2.14505 -2.77300 -1.46879
H -2.01291 -1.25266 -0.81363
O 1.94178 -1.86693 -1.51129
H 3.31760 -3.83994 0.59287
H 2.74306 -1.86098 -0.97579
O -0.96763 -1.59846 -3.12404
H -0.53377 -0.80571 -2.82492
H -2.25957 -2.82566 2.31790
O -2.25527 2.99881 0.98319
H -1.98419 -2.98481 3.79262
H 0.89454 3.78667 1.91514
O -4.76449 2.28041 0.02716
H -4.42058 1.84500 0.79085
H -1.32498 3.10363 0.75022
O -0.53763 -0.04942 4.24964
H -0.13474 0.76257 3.80889
H -3.81993 1.15716 -1.58738
O 3.70112 2.18293 0.87959
H -0.58691 -0.43919 0.43965
H 3.57434 2.42078 -0.03477
O -0.66819 -0.37440 -0.52865
H 1.06524 0.52694 -0.66117
H -0.19158 -1.16623 -0.92582
O 0.69633 -1.27117 1.91905
H 0.53540 -1.50239 2.84138
H -0.79102 0.08964 5.17240
O 0.20661 -2.80741 0.00031
H -0.23753 -3.00522 -0.82476
H 1.12185 -2.85633 -0.33542
H -2.59897 3.78793 1.40572
H 4.66193 2.16340 1.04994

Forces on atoms 1 to 3 (eV/Å):
O 0.509 0.395 0.349
H -0.231 -0.457 0.557
H -0.368 0.280 -0.252

For the LUMO energy, the calculation gives -3.245 eV. The HOMO-LUMO gap is 10.3 eV. Its total charge is +1. The value obtained for the highest occupied orbital energy is -13.58 eV. The largest force on an atom comes out at 2.5 eV/A. The total energy comes out at -39527.2294 eV.


DFT (the ωB97M-V functional and the def2-TZVPD basis) results for a molecular structure, C2LiNaO4 in a non-equilibrium geometry.

CARTESIAN COORDINATES (ANGSTROEM)
C -1.29273 -0.19495 -0.27016
O -2.41301 -0.42491 -0.35296
O -0.05494 -0.51512 0.00316
Na 1.67132 -2.42679 0.67476
C 1.19937 0.61520 -0.26012
O 2.28945 -0.17237 -0.22839
O 1.03765 1.80084 -0.18394
Li -2.43710 1.31811 0.61765

Forces on atoms 1 to 3 (eV/Å):
C 7.509 8.778 0.409
O -6.140 -5.113 0.260
O -0.739 -3.074 -0.311

For the LUMO energy (spin up / spin down), the calculation gives -0.924 / -0.926 eV. The HOMO-LUMO gap (spin up / spin down) is 3.9 / 3.9 eV. The value obtained for the highest occupied orbital energy (spin up / spin down) is -4.85 / -4.86 eV. The largest force on an atom comes out at 11.6 eV/A. The total energy comes out at -14882.6930 eV.


DFT (the ωB97M-V functional and the def2-TZVPD basis) results for 3 unconnected molecules or ions with the total composition C3H12O2S2 in a non-equilibrium geometry.

CARTESIAN COORDINATES (ANGSTROEM)
C -2.67562 -0.88733 -0.65478
C -1.25839 -1.35954 -1.00421
S -0.57681 -0.18043 -2.24616
S 1.32325 -0.93042 -2.45691
C 2.12743 -0.62780 -0.80759
H -3.31721 -0.74907 -1.51906
H -2.47175 0.14684 -0.31948
H -3.15429 -1.38147 0.18533
H -0.67215 -1.21121 -0.10151
H -1.14097 -2.32100 -1.49469
H 1.39781 -0.73802 -0.01704
H 2.91773 -1.35507 -0.63530
H 2.51267 0.38959 -0.80422
O 1.75964 0.62815 1.87115
H 2.33153 1.38991 2.05515
H 1.79656 0.13629 2.68307
O -0.20900 3.40794 1.68543
H -0.44084 2.72054 1.06381
H -0.24959 2.92209 2.51702

Forces on atoms 1 to 3 (eV/Å):
C 0.940 1.400 -0.066
C -0.398 0.556 -0.503
S 0.289 0.000 0.475

For the LUMO energy, the calculation gives 0.302 eV. The HOMO-LUMO gap is 8.7 eV. The value obtained for the highest occupied orbital energy is -8.35 eV. The largest force on an atom comes out at 1.7 eV/A. The total energy comes out at -29070.8966 eV.


DFT (the ωB97M-V functional and the def2-TZVPD basis) results for 2 unconnected molecules or ions with the total composition CH3ClN2O2 in a non-equilibrium geometry.

CARTESIAN COORDINATES (ANGSTROEM)
C 0.21248 0.07856 -0.35323
N 1.47037 0.71326 -0.72877
N 2.76484 -0.95546 -0.02998
O 2.12441 -1.66858 0.63056
O 3.83940 -0.96215 -0.54113
Cl 1.94066 2.02918 0.30274
H 0.13595 -0.54286 -1.34327
H 0.52807 -0.63113 0.46384
H -0.66978 0.60287 0.00377

Forces on atoms 1 to 3 (eV/Å):
C 1.770 -2.122 -1.285
N 0.008 0.721 0.621
N 0.727 2.009 -1.727

For the LUMO energy (spin up / spin down), the calculation gives -0.876 / -1.077 eV. The HOMO-LUMO gap (spin up / spin down) is 8.8 / 8.7 eV. The value obtained for the highest occupied orbital energy (spin up / spin down) is -9.69 / -9.77 eV. The largest force on an atom comes out at 3.0 eV/A. The total energy comes out at -20676.7347 eV.


DFT (the ωB97M-V functional and the def2-TZVPD basis) results for 2 unconnected molecules or ions with the total composition C4H2N2O in a non-equilibrium geometry.

CARTESIAN COORDINATES (ANGSTROEM)
C 2.29841 0.85649 -0.33603
C -1.17820 -1.18688 0.73164
C 1.35942 1.39511 0.38567
C -1.71031 -0.59057 -0.54236
N 3.35027 0.43154 -0.74876
N -0.78308 -1.59448 1.71785
O -2.81054 -0.78305 -0.85977
H 0.34350 1.44258 0.57397
H -0.86947 0.02927 -0.92221

Forces on atoms 1 to 3 (eV/Å):
C 1.900 -0.554 -0.026
C -0.739 0.205 -1.068
C 1.113 0.034 -0.358

For the LUMO energy (spin up / spin down), the calculation gives -2.436 / -2.449 eV. The HOMO-LUMO gap (spin up / spin down) is 7.7 / 7.7 eV. The value obtained for the highest occupied orbital energy (spin up / spin down) is -10.17 / -10.18 eV. The largest force on an atom comes out at 4.1 eV/A. The total energy comes out at -9201.6805 eV.


DFT (the ωB97M-V functional and the def2-TZVPD basis) results for a molecular structure, C4H5CuLiO7 in a non-equilibrium geometry.

CARTESIAN COORDINATES (ANGSTROEM)
O -3.65310 2.45741 -0.49409
C -2.88197 1.52040 -0.82556
O -3.20111 0.64023 -1.66396
O -1.68817 1.48856 -0.22142
C -0.78759 0.43906 -0.56490
O 1.20238 -0.57544 0.03627
C 2.56871 -1.43192 1.01907
C 0.46093 0.55695 0.29798
O 3.61955 -0.77842 0.60739
O 2.47519 -2.64547 0.53417
Li -4.94226 1.54885 -1.65044
Cu 3.23536 -1.81813 -1.49526
H -0.52060 0.50280 -1.63019
H -1.25400 -0.54544 -0.41336
H 0.99002 1.49254 0.02773
H 0.17524 0.59225 1.36847
O 2.37539 -1.34608 2.41247
H 1.82604 -2.09817 2.65562

Forces on atoms 1 to 3 (eV/Å):
O -0.931 0.359 -0.112
C 0.840 -0.010 0.508
O -0.696 -0.379 -0.592

For the LUMO energy, the calculation gives 1.142 eV. The HOMO-LUMO gap is 4.5 eV. Its total charge is -1. The value obtained for the highest occupied orbital energy is -3.33 eV. The largest force on an atom comes out at 4.0 eV/A. The total energy comes out at -63406.4366 eV.


> Which value of largest force on an atom does entry 4 give?

1.7 eV/A